56
Properties=species:S:1:pos:R:3:forces:R:3 method="wB97M-V/def2-TZVPD" e_above_lowest_ev=3.6983 smiles="COc1ccc(CCNC(=O)c2cc(S(=O)(=O)N3CCCCC3)c[nH]2)cc1OC"
C -0.231 -3.472 0.195 0.2450 -0.0042 0.0135
H -0.012 -4.390 0.738 0.0486 0.0443 -0.0621
H 0.366 -2.654 0.609 -0.0967 -0.0932 -0.0775
H 0.015 -3.615 -0.863 0.0104 0.0198 0.0204
O -1.614 -3.260 0.374 -0.4620 0.1975 -0.0151
C -2.177 -2.121 -0.133 0.0541 -0.1297 0.0704
C -1.470 -1.204 -0.901 -0.0128 -0.1271 0.0526
C -2.056 -0.036 -1.359 -0.1554 -0.0378 -0.0503
C -3.378 0.254 -1.059 0.0131 -0.0736 -0.2259
C -4.098 -0.673 -0.321 0.2112 -0.1574 0.0166
C -3.535 -1.859 0.139 -0.1016 0.0669 0.0255
O -4.402 -2.636 0.849 0.1463 0.3892 -0.1495
C -4.050 -3.933 1.276 -0.0003 -0.4871 0.2104
H -4.959 -4.340 1.720 0.0695 0.0033 -0.0340
H -3.256 -3.913 2.025 -0.0879 -0.0238 -0.0737
H -3.741 -4.563 0.439 -0.0230 0.0331 0.0695
H -5.133 -0.494 -0.074 -0.1710 0.0069 0.0522
C -3.973 1.588 -1.417 0.0471 0.0537 0.2398
H -5.017 1.484 -1.713 -0.0285 0.0287 -0.0839
H -3.415 2.027 -2.245 -0.0400 0.0170 -0.0389
C -3.891 2.537 -0.202 -0.1095 0.1149 -0.2420
N -2.585 2.467 0.410 -0.0187 -0.0745 0.2053
C -1.564 3.288 0.075 -0.0479 -0.1532 0.2598
O -1.699 4.378 -0.456 0.0652 0.1928 -0.1690
C -0.230 2.755 0.407 0.0364 -0.4440 0.0304
C 0.207 1.481 0.712 -0.2145 0.2314 0.0413
C 1.609 1.532 0.756 0.3169 -0.4443 0.0218
C 1.990 2.828 0.481 0.2951 -0.0846 0.0399
N 0.872 3.548 0.270 -0.0505 0.1450 0.0138
H 0.803 4.525 0.027 0.0348 -0.0815 -0.0127
H 2.973 3.247 0.430 0.1764 0.1541 -0.0610
S 2.670 0.139 1.002 -0.1626 0.8224 -0.2807
O 1.833 -1.035 1.044 -0.0223 0.2420 -0.1258
O 3.553 0.370 2.105 0.2169 0.0708 -0.0854
N 3.575 0.231 -0.405 -0.4178 0.1436 0.9167
C 2.870 -0.223 -1.584 -0.5012 -0.2767 -0.3260
C 2.923 -1.742 -1.750 0.1514 0.1113 -0.1576
C 4.374 -2.217 -1.725 -0.1381 -0.1116 0.2174
C 5.035 -1.757 -0.427 0.0911 0.1715 -0.2614
C 4.942 -0.237 -0.313 0.4889 -0.3067 0.4639
H 5.320 0.106 0.650 0.2109 0.0006 -0.1641
H 5.513 0.243 -1.117 -0.0566 0.0186 0.0503
H 4.517 -2.201 0.425 0.0604 -0.0722 0.0690
H 6.082 -2.065 -0.397 0.0137 -0.0199 0.0711
H 4.413 -3.305 -1.804 0.0474 0.0121 -0.0807
H 4.914 -1.796 -2.578 0.0573 -0.0379 -0.0712
H 2.382 -2.199 -0.921 -0.0572 -0.0487 -0.0858
H 2.440 -2.025 -2.687 -0.0584 -0.0028 0.0008
H 1.837 0.121 -1.488 -0.0234 0.0389 -0.2532
H 3.323 0.269 -2.452 -0.0678 0.0268 0.0559
H -0.370 0.594 0.873 -0.2131 -0.1636 -0.0304
H -2.341 1.561 0.780 0.0931 0.0866 -0.0081
H -4.057 3.570 -0.511 -0.0728 -0.0900 0.1066
H -4.635 2.254 0.546 0.0032 0.0770 -0.0642
H -1.467 0.658 -1.940 0.0629 0.0999 -0.0530
H -0.433 -1.388 -1.128 0.1447 -0.0743 0.0083


52
Properties=species:S:1:pos:R:3:forces:R:3 method="wB97M-V/def2-TZVPD" e_above_lowest_ev=0.6947 smiles="CCCOc1ccccc1[C@@H]1CC(=O)NC(C)=C1C(=O)OCC(C)C"
C 3.539 -1.251 1.189 -0.1266 -0.1717 0.1311
C 2.687 -2.485 1.457 -0.1789 0.1597 -0.3717
C 1.980 -2.959 0.185 0.3568 -0.3859 0.3418
O 1.103 -1.985 -0.343 -0.3908 0.2069 0.1033
C -0.204 -1.953 0.036 -0.3897 0.0730 0.0763
C -0.728 -2.663 1.111 0.3431 -0.0793 0.0084
C -2.074 -2.581 1.420 -0.1104 0.0516 -0.0319
C -2.914 -1.790 0.662 -0.1097 -0.0671 0.0463
C -2.395 -1.078 -0.406 0.0828 -0.1600 0.0589
C -1.051 -1.140 -0.735 0.0479 -0.0847 -0.0519
C -0.537 -0.364 -1.930 0.0896 -0.0816 0.0641
C 0.435 0.721 -1.519 -0.0183 -0.1730 -0.1885
C 1.765 0.595 -1.735 -0.4876 0.2746 0.1484
N 2.274 -0.539 -2.327 0.6083 0.2724 -0.0029
C 1.533 -1.604 -2.771 -0.2235 -0.1390 -0.3614
O 2.066 -2.649 -3.066 0.0427 -0.1296 -0.0590
C 0.078 -1.283 -2.995 -0.0628 -0.0547 0.0776
H -0.483 -2.215 -3.070 0.1165 0.0301 -0.0443
H 0.031 -0.783 -3.967 0.0290 -0.0118 0.0006
H 3.273 -0.692 -2.267 -0.1709 -0.0295 -0.0706
C 2.783 1.626 -1.372 0.1034 0.0496 0.0896
H 2.689 1.908 -0.326 0.0454 0.0107 -0.0169
H 2.612 2.535 -1.947 0.0427 0.0273 0.0079
H 3.791 1.265 -1.565 0.0705 -0.0519 -0.0340
C -0.111 1.908 -0.860 0.3539 0.2646 -0.0660
O 0.527 2.877 -0.506 -0.1186 0.0753 0.0680
O -1.447 1.825 -0.695 0.0387 -0.3333 -0.1575
C -2.077 2.928 -0.057 0.1044 0.5884 0.4031
H -1.655 3.857 -0.455 -0.1358 -0.1180 0.0147
H -3.132 2.851 -0.332 0.0413 0.0167 0.0228
C -1.915 2.902 1.466 -0.1473 -0.1392 -0.1568
C -2.551 1.645 2.053 0.2903 0.1406 -0.1145
H -2.128 0.753 1.595 -0.0097 -0.1129 0.0354
H -2.380 1.599 3.126 -0.0241 -0.0457 0.1309
H -3.624 1.645 1.873 -0.1867 -0.0356 -0.0085
C -2.536 4.160 2.066 0.2262 -0.1832 -0.1792
H -3.598 4.208 1.835 -0.1685 0.0411 0.0039
H -2.055 5.052 1.673 0.0148 0.1595 -0.0091
H -2.420 4.155 3.147 -0.0323 0.0398 0.1108
H -0.843 2.895 1.685 -0.0608 0.0275 -0.0519
H -1.408 0.125 -2.376 0.1167 -0.1272 0.0405
H -3.047 -0.455 -1.000 -0.0374 0.1035 -0.0878
H -3.965 -1.724 0.899 -0.1019 0.0126 0.0265
H -2.459 -3.139 2.260 -0.0247 -0.0472 0.0680
H -0.090 -3.285 1.720 0.0901 -0.0374 0.0351
H 2.715 -3.128 -0.609 -0.0828 -0.0325 0.0617
H 1.451 -3.903 0.359 0.0034 0.0946 -0.0953
H 1.944 -2.249 2.222 -0.0058 -0.1011 0.0603
H 3.310 -3.302 1.827 -0.0468 -0.0570 0.0354
H 2.915 -0.451 0.797 -0.0134 0.1439 -0.0402
H 4.316 -1.478 0.462 0.1281 0.0262 -0.0977
H 4.012 -0.907 2.105 0.0792 0.1002 0.0262


no.,DFT total energy (eV)
1,-46720.96794
2,-30859.56714